1.
{
  "formula": "C24H33N5O7S",
  "method": "ωB97M-V/def2-TZVPD",
  "largest_force_ev_per_a": 1.3,
  "homo_lumo_gap_ev": 9.50,
  "spin_multiplicity": 1,
  "smiles": "COC(=O)C/C=C/[C@@H](C)[C@@H](/C=N/O[C@H](C)c1cn([C@@H]2COC[C@H]2O)nn1)NS(=O)(=O)c1ccc(C)cc1",
  "e_homo_ev": -9.04,
  "molar_mass_g_mol": 535.6,
  "symbols": ["C", "H", "H", "H", "O", "C", "O", "C", "C", "C", "C", "C", "H", "H", "H", "H", "C", "N", "S", "O", "O", "C", "C", "C", "C", "C", "C", "H", "H", "C", "H", "H", "H", "H", "H", "H", "C", "N", "O", "C", "C", "C", "N", "N", "N", "C", "C", "H", "H", "O", "C", "H", "C", "O", "H", "H", "H", "H", "H", "C", "H", "H", "H", "H", "H", "H", "H", "H", "H", "H"],
  "xyz": [[-5.111109, -0.171754, -2.183900], [-4.237152, -0.376371, -2.798575], [-5.563137, -1.100348, -1.833002], [-5.845256, 0.398063, -2.756670], [-4.671780, 0.608102, -1.079350], [-5.229597, 0.375540, 0.109545], [-6.056703, -0.473822, 0.315124], [-4.698491, 1.335716, 1.157088], [-3.263205, 1.669791, 0.904631], [-2.837371, 2.832448, 0.441929], [-1.405841, 3.170268, 0.134172], [-0.763008, 3.890142, 1.322827], [0.287378, 4.084647, 1.120816], [-1.267665, 4.836964, 1.499866], [-0.845950, 3.281038, 2.218465], [-1.402847, 3.855227, -0.722262], [-0.573102, 1.938183, -0.298490], [-0.200754, 1.096178, 0.824135], [0.316504, -0.422386, 0.356126], [1.087728, -0.955475, 1.449167], [0.932544, -0.408512, -0.943553], [-1.217217, -1.319064, 0.265132], [-1.905844, -1.554773, 1.441599], [-3.096401, -2.254167, 1.399137], [-3.598080, -2.733310, 0.190020], [-2.883074, -2.488985, -0.977371], [-1.694559, -1.778418, -0.944592], [-1.120923, -1.586132, -1.837714], [-3.254744, -2.865663, -1.919156], [-4.893623, -3.477489, 0.164152], [-4.926829, -4.217965, 0.960043], [-5.712799, -2.776718, 0.328928], [-5.044774, -3.974989, -0.790233], [-3.646519, -2.440202, 2.309272], [-1.489289, -1.194577, 2.369025], [0.517075, 1.535574, 1.386088], [0.639207, 2.393324, -1.058308], [1.717645, 2.524760, -0.421906], [2.824767, 2.945941, -1.122468], [3.984147, 2.869238, -0.284538], [4.107056, 1.508986, 0.320491], [4.117205, 0.267415, -0.282507], [4.236268, -0.597478, 0.747489], [4.295739, 0.067184, 1.894009], [4.214689, 1.319670, 1.652660], [4.317785, -2.026177, 0.719979], [5.567143, -2.540960, -0.028902], [6.062813, -3.318666, 0.568053], [6.283652, -1.749488, -0.255557], [5.115355, -3.081429, -1.249508], [3.863792, -3.669071, -0.984300], [3.351565, -3.820462, -1.932499], [3.138304, -2.690200, -0.047481], [2.251639, -3.367177, 0.791756], [1.749905, -2.684761, 1.270863], [2.611773, -1.924245, -0.630554], [3.975768, -4.630613, -0.464074], [4.310526, -2.346194, 1.765120], [4.042294, -0.041138, -1.302747], [5.176782, 3.217477, -1.167112], [5.262104, 2.493357, -1.972952], [5.040007, 4.206068, -1.596816], [6.085504, 3.204612, -0.572520], [3.886627, 3.593058, 0.536849], [0.533217, 2.606459, -2.121406], [-1.188493, 1.318202, -0.960099], [-3.540068, 3.639768, 0.277746], [-2.563475, 0.868799, 1.085607], [-4.837858, 0.871097, 2.134497], [-5.316956, 2.235850, 1.108686]],
  "atomic_forces_ev_per_a": [[-0.24, -0.26, -0.12], [-0.03, 0.03, 0.02], [0.06, 0.06, -0.10], [0.04, -0.04, 0.04], [0.19, 0.21, -0.16], [-0.09, 0.01, 0.36], [-0.15, -0.03, 0.01], [0.09, -0.04, -0.15], [-0.12, 0.14, 0.08], [0.12, 0.02, 0.03], [0.02, -0.30, 0.14], [0.03, 0.01, -0.28], [0.12, 0.12, 0.06], [-0.02, 0.06, 0.08], [-0.03, -0.03, 0.13], [0.03, -0.08, 0.02], [-0.25, 0.25, -0.33], [0.15, -0.80, 0.12], [-0.20, 0.03, 0.08], [-0.19, 0.33, 0.35], [-0.46, -0.03, -0.10], [0.43, 0.32, -0.12], [-0.07, -0.10, 0.17], [0.17, 0.10, -0.02], [0.04, 0.01, -0.12], [-0.01, -0.01, 0.13], [0.16, 0.08, -0.13], [0.03, -0.01, -0.15], [-0.04, -0.04, -0.08], [-0.10, 0.04, 0.03], [-0.02, -0.11, 0.03], [-0.05, -0.03, -0.03], [-0.04, -0.07, -0.05], [-0.04, -0.02, 0.12], [-0.04, 0.03, 0.20], [0.32, -0.09, 0.20], [0.42, 0.36, -0.60], [0.20, -0.02, 0.65], [-0.60, 0.05, -0.62], [0.33, -0.11, 0.34], [-0.01, -0.37, -0.46], [0.09, 0.46, 0.33], [-0.10, 0.85, -0.46], [0.15, -0.95, 0.91], [-0.07, 0.79, 0.00], [0.15, -0.69, -0.16], [0.14, 0.09, 0.34], [-0.03, 0.06, -0.03], [-0.03, -0.06, 0.11], [0.02, 0.14, -0.32], [-0.40, -0.05, 0.27], [-0.01, -0.04, 0.04], [0.45, 0.13, -0.17], [-0.24, -0.17, 0.19], [0.07, -0.21, -0.12], [0.19, -0.13, 0.05], [-0.02, 0.00, -0.04], [-0.03, 0.05, -0.18], [-0.05, -0.12, -0.26], [-0.49, 0.07, 0.11], [0.06, -0.08, -0.08], [0.05, 0.11, -0.07], [0.06, -0.02, 0.04], [-0.01, -0.14, -0.14], [0.14, 0.06, -0.03], [-0.02, 0.17, -0.05], [-0.20, 0.08, 0.02], [0.08, -0.04, -0.01], [-0.10, 0.01, -0.08], [-0.03, -0.02, 0.03]],
  "nbo_charge": [-0.265, 0.193, 0.208, 0.191, -0.510, 0.817, -0.614, -0.538, -0.181, -0.163, -0.235, -0.617, 0.225, 0.220, 0.213, 0.215, -0.110, -0.864, 2.324, -0.966, -0.945, -0.384, -0.117, -0.239, 0.040, -0.221, -0.176, 0.242, 0.216, -0.652, 0.224, 0.258, 0.214, 0.222, 0.232, 0.432, 0.069, -0.160, -0.386, 0.055, 0.099, -0.106, -0.152, -0.059, -0.264, -0.114, -0.077, 0.175, 0.200, -0.520, -0.086, 0.197, 0.069, -0.729, 0.501, 0.195, 0.171, 0.250, 0.237, -0.610, 0.212, 0.217, 0.224, 0.197, 0.187, 0.229, 0.196, 0.217, 0.239, 0.238]
}

***

2.
{
  "formula": "C25H31AsCaF6GeO4",
  "method": "ωB97M-V/def2-TZVPD",
  "largest_force_ev_per_a": 0.6,
  "homo_lumo_gap_ev": 6.76,
  "spin_multiplicity": 1,
  "e_above_lowest_kcal_mol": 83.16,
  "e_homo_ev": -14.12,
  "molar_mass_g_mol": 697.1,
  "total_charge": 2,
  "symbols": ["Ca", "C", "C", "O", "C", "C", "O", "C", "C", "O", "C", "C", "O", "H", "H", "H", "H", "H", "H", "H", "H", "H", "H", "H", "H", "H", "H", "H", "H", "C", "Ge", "C", "C", "C", "C", "C", "C", "C", "C", "C", "C", "C", "C", "C", "C", "C", "C", "H", "H", "H", "H", "H", "H", "H", "H", "H", "H", "H", "H", "H", "H", "H", "F", "As", "F", "F", "F", "F", "F"],
  "xyz": [[-0.660258, -1.942408, -0.487034], [1.634390, -2.207147, -1.630963], [0.732810, -1.750563, -2.848914], [-0.640038, -1.317729, -2.540353], [-1.794059, -2.206061, -2.780392], [-3.029139, -1.809152, -1.875083], [-2.737254, -1.394613, -0.494100], [-2.956735, -2.312908, 0.640615], [-2.060584, -1.926356, 1.885793], [-0.700621, -1.441665, 1.603879], [0.480911, -2.306943, 1.806356], [1.706391, -1.855877, 0.910083], [1.403215, -1.367923, -0.441560], [2.670704, -2.084997, -1.935101], [1.463035, -3.259599, -1.383751], [0.695898, -2.578506, -3.556027], [1.181429, -0.884839, -3.325074], [-1.502543, -3.248848, -2.618258], [-2.103532, -2.088234, -3.815561], [-3.708084, -2.661008, -1.856893], [-3.535397, -0.953035, -2.308965], [-2.770761, -3.344263, 0.325695], [-3.994472, -2.223303, 0.950881], [-2.001571, -2.801869, 2.531535], [-2.531843, -1.110672, 2.425208], [0.211360, -3.349071, 1.611030], [0.789549, -2.214480, 2.844414], [2.382832, -2.707663, 0.839573], [2.214554, -1.024008, 1.379002], [-1.998853, 2.996437, -1.872277], [-0.680408, 2.872836, -0.458854], [-1.272083, 3.128849, 1.358380], [-1.497454, 2.123381, 2.294075], [-1.915504, 2.457014, 3.572516], [-2.104405, 3.789633, 3.919741], [-1.875309, 4.793697, 2.989619], [-1.460524, 4.467639, 1.705470], [1.154875, 2.907479, -0.941121], [1.395490, 3.481101, -2.180799], [2.696934, 3.816146, -2.579748], [3.744826, 3.537279, -1.742957], [3.549115, 2.919571, -0.480134], [4.645691, 2.627650, 0.364526], [4.448661, 2.043373, 1.583652], [3.142595, 1.722978, 2.003052], [2.063939, 1.978954, 1.198527], [2.235706, 2.592636, -0.059261], [-2.194516, 4.060437, -2.037955], [-2.933087, 2.542782, -1.545463], [-1.657551, 2.555652, -2.806155], [-1.330751, 1.084490, 2.038544], [-2.090980, 1.680006, 4.305133], [-2.428783, 4.045386, 4.919358], [-2.017664, 5.831149, 3.259756], [-1.286947, 5.269285, 0.993971], [0.574282, 3.691993, -2.857872], [2.863779, 4.289232, -3.537222], [4.756145, 3.785762, -2.042313], [5.643575, 2.883077, 0.030298], [5.288542, 1.833699, 2.231967], [2.993910, 1.281617, 2.981816], [1.065806, 1.724146, 1.544685], [-0.638534, -4.025647, -0.514768], [-0.621770, -5.911248, -0.577079], [1.077367, -5.721332, -0.339029], [-0.854797, -5.788203, 1.128748], [-0.606657, -7.588406, -0.632865], [-2.323624, -5.736731, -0.803447], [-0.391243, -5.670062, -2.270545]],
  "atomic_forces_ev_per_a": [[0.00, -0.54, 0.01], [-0.32, 0.01, 0.13], [-0.11, 0.00, 0.18], [-0.06, 0.19, -0.57], [0.12, 0.03, 0.32], [0.18, -0.02, 0.11], [-0.55, 0.18, 0.07], [0.31, 0.03, -0.15], [0.10, 0.00, -0.18], [0.07, 0.19, 0.54], [-0.16, 0.02, -0.31], [-0.20, -0.10, -0.16], [0.55, 0.22, -0.06], [0.02, -0.05, -0.11], [0.01, 0.00, 0.05], [0.12, -0.03, -0.01], [0.02, 0.04, 0.01], [0.06, 0.00, -0.02], [-0.10, -0.06, -0.02], [0.00, -0.03, -0.12], [0.01, 0.04, -0.01], [-0.02, 0.01, -0.06], [-0.02, -0.06, 0.11], [-0.12, -0.04, 0.00], [-0.01, 0.04, 0.00], [-0.06, 0.01, 0.01], [0.11, -0.05, 0.01], [0.00, -0.03, 0.12], [0.04, 0.14, 0.08], [0.15, 0.06, 0.16], [0.27, 0.32, 0.02], [0.06, 0.02, -0.29], [0.02, -0.03, 0.00], [-0.01, 0.03, 0.02], [0.01, 0.00, -0.05], [0.00, -0.04, 0.03], [-0.06, 0.01, 0.02], [-0.55, -0.17, 0.04], [-0.04, -0.06, -0.10], [0.03, -0.02, 0.02], [-0.05, -0.02, 0.03], [-0.03, 0.01, -0.05], [0.03, 0.00, 0.01], [0.01, 0.02, -0.03], [-0.04, -0.02, 0.05], [-0.04, -0.05, 0.09], [0.11, 0.09, 0.03], [-0.01, -0.01, 0.00], [0.02, -0.02, 0.03], [0.03, -0.01, 0.03], [0.00, -0.07, 0.01], [0.00, 0.01, -0.01], [0.00, 0.00, -0.01], [0.00, 0.00, 0.00], [0.00, -0.01, 0.00], [0.01, 0.02, 0.02], [0.00, -0.01, 0.00], [-0.01, 0.00, 0.01], [-0.01, 0.00, 0.01], [-0.01, 0.00, -0.01], [0.00, 0.01, -0.03], [0.09, 0.02, -0.02], [0.00, -0.04, 0.01], [0.01, -0.20, 0.02], [-0.03, 0.03, -0.01], [0.01, 0.03, -0.03], [0.00, -0.08, -0.01], [0.02, 0.03, 0.01], [-0.01, 0.03, 0.01]],
  "nbo_charge": [1.764, -0.162, -0.113, -0.626, -0.165, -0.113, -0.627, -0.162, -0.113, -0.633, -0.160, -0.115, -0.625, 0.249, 0.235, 0.238, 0.227, 0.235, 0.251, 0.239, 0.226, 0.236, 0.250, 0.240, 0.223, 0.237, 0.247, 0.237, 0.230, -1.130, 1.827, -0.447, -0.258, -0.183, -0.165, -0.178, -0.234, -0.579, -0.135, -0.242, -0.065, -0.109, -0.142, -0.199, -0.169, -0.243, 0.048, 0.288, 0.271, 0.264, 0.208, 0.230, 0.243, 0.245, 0.225, 0.225, 0.248, 0.239, 0.236, 0.242, 0.228, 0.204, -0.762, 2.850, -0.615, -0.615, -0.569, -0.615, -0.616]
}